Entry 1:
C4H4IrO | wB97M-V/def2-TZVPD

LUMO (spin up / spin down) = -11.41 / -14.63 eV
HOMO-LUMO gap (spin up / spin down) = 0.2830 / 0.2646 hartree
net charge = +2
highest occupied orbital energy (spin up / spin down) = -19.113 / -21.831 eV
<S²> = 8.764
spin multiplicity = 6
F_max = 6.5 eV Å⁻¹

CARTESIAN COORDINATES (ANGSTROEM)
O (1.839374, 0.031061, 0.707626)
C (1.003688, -0.822367, 0.289129)
C (-0.183935, -0.378362, -0.414696)
C (-1.278829, 0.565057, 0.066711)
C (-0.241100, 1.067782, -0.832062)
H (-0.484448, -1.504929, -0.562715)
H (1.347708, -1.865029, 0.167471)
H (-1.289076, 0.866859, 1.122932)
H (-2.274796, 0.306540, -0.316066)
Ir (1.561410, 1.733390, -0.228330)

Forces on atoms 1 to 2 (eV/Å):
1.1 -1.6 1.3
1.0 0.9 -0.5

---

Entry 2:
C18H40N2O3 | wB97M-V/def2-TZVPD

LUMO = 0.65 eV
HOMO-LUMO gap = 0.3256 hartree
net charge = 0
highest occupied orbital energy = -8.212 eV
spin multiplicity = 1
structure (SMILES) = CC1(C)CCCC(C)(C)N1O.CC1(C)CCCC(C)(C)N1O.O
F_max = 2.8 eV Å⁻¹

CARTESIAN COORDINATES (ANGSTROEM)
C (7.327570, 8.546100, 5.627556)
C (5.896645, 8.934374, 6.037250)
C (5.296711, 9.755265, 4.802883)
C (4.959065, 7.705149, 6.157726)
C (5.137327, 7.011033, 7.491350)
C (4.996522, 8.031394, 8.603471)
C (5.938321, 9.251213, 8.576699)
C (5.315636, 10.230281, 9.499626)
C (7.410559, 8.958401, 8.913343)
N (5.800867, 9.764407, 7.221115)
O (6.649226, 10.948315, 7.070128)
H (7.236321, 7.885056, 4.757516)
H (7.912348, 9.418868, 5.395643)
H (7.870045, 8.030587, 6.415053)
H (5.984201, 10.491361, 4.416384)
H (5.053281, 9.068533, 4.004844)
H (4.314033, 10.180882, 5.088827)
H (3.889703, 8.057514, 6.112552)
H (5.124956, 6.975329, 5.409857)
H (4.462266, 6.166916, 7.541214)
H (6.094725, 6.513691, 7.545255)
H (5.190810, 7.569481, 9.551404)
H (4.027289, 8.512222, 8.641002)
H (5.871213, 11.193912, 9.554767)
H (5.205222, 9.848702, 10.503196)
H (4.268238, 10.396303, 9.124834)
H (7.410543, 8.256039, 9.773318)
H (7.980117, 9.830711, 9.219655)
H (7.813161, 8.423834, 8.079428)
H (6.041062, 11.577597, 6.681403)
C (5.800910, 17.833042, 7.742233)
C (5.465929, 16.399726, 7.095521)
C (4.513461, 16.642728, 5.860137)
C (6.776456, 15.777597, 6.653970)
C (7.584755, 15.257498, 7.851683)
C (6.713304, 14.409740, 8.826621)
C (5.381551, 15.096047, 9.289082)
C (4.498440, 14.037358, 9.932778)
C (5.613706, 16.237687, 10.236823)
N (4.733325, 15.535445, 8.027277)
O (3.406987, 15.984184, 8.229806)
H (6.801148, 17.854098, 8.213480)
H (5.644425, 18.622472, 7.004622)
H (5.102478, 18.105810, 8.536709)
H (4.952929, 17.317809, 5.159244)
H (4.327900, 15.616175, 5.474256)
H (3.627034, 17.113701, 6.270254)
H (6.552074, 14.984974, 5.926649)
H (7.375608, 16.517767, 6.120432)
H (8.359497, 14.593228, 7.467778)
H (8.051407, 16.065619, 8.350838)
H (7.320617, 14.164819, 9.700213)
H (6.483812, 13.455136, 8.389695)
H (3.519847, 14.496815, 10.227002)
H (4.911018, 13.699363, 10.882588)
H (4.333286, 13.234007, 9.213556)
H (4.668419, 16.817824, 10.396056)
H (6.423974, 16.846960, 9.901350)
H (5.870453, 15.675644, 11.131076)
H (3.478231, 16.673993, 8.963778)
O (4.372821, 13.171334, 6.437097)
H (4.461811, 13.930738, 7.112418)
H (3.907948, 12.475127, 6.938285)

Forces on atoms 1 to 2 (eV/Å):
-0.5 -0.7 0.1
-0.4 0.3 -2.0

---

Entry 3:
C5H5NO4 | wB97M-V/def2-TZVPD

LUMO = -0.01 eV
HOMO-LUMO gap = 0.3463 hartree
net charge = 0
highest occupied orbital energy = -9.435 eV
spin multiplicity = 1
structure (SMILES) = O=C[C@]1([N+](=O)[O-])C=CCO1
F_max = 3.8 eV Å⁻¹

CARTESIAN COORDINATES (ANGSTROEM)
O (2.353651, 0.807343, 0.933934)
C (1.779982, -0.122832, 0.532789)
C (0.332054, -0.004964, -0.384932)
N (0.911985, 0.101600, -1.794089)
O (1.005133, 1.217575, -2.257341)
O (1.029490, -0.977093, -2.346600)
C (-0.480225, 1.117242, 0.073979)
C (-1.514719, 0.645262, 0.839238)
C (-1.418317, -0.879936, 0.752864)
O (-0.405291, -1.189616, -0.231505)
H (1.992503, -1.157911, 0.707810)
H (-0.096147, 2.005648, -0.337038)
H (-2.311905, 1.119082, 1.516719)
H (-0.983399, -1.204719, 1.649363)
H (-2.194797, -1.476682, 0.344809)

Forces on atoms 1 to 2 (eV/Å):
1.1 1.5 0.7
-3.3 -0.4 -1.8

---

Entry 4:
C20H30As2F12MnO15 | wB97M-V/def2-TZVPD

LUMO (spin up / spin down) = -0.92 / -1.36 eV
HOMO-LUMO gap (spin up / spin down) = 0.3395 / 0.3230 hartree
net charge = 0
highest occupied orbital energy (spin up / spin down) = -10.153 / -10.153 eV
<S²> = 8.752
spin multiplicity = 6
F_max = 2.3 eV Å⁻¹

CARTESIAN COORDINATES (ANGSTROEM)
Mn (-2.234268, -2.199032, -0.565356)
As (-2.259989, -4.330123, -3.679631)
F (-1.626306, -3.218810, -4.815144)
F (-0.672731, -4.743761, -3.191762)
F (-2.897023, -5.275370, -2.374633)
F (-3.846375, -3.798167, -4.066185)
F (-2.362122, -5.630938, -4.770422)
F (-2.210171, -2.981760, -2.444628)
As (0.615794, -0.762465, -0.234622)
F (0.842961, -2.338820, 0.421850)
F (-0.995639, -0.728564, 0.504822)
F (0.296019, 0.736885, -0.990833)
F (2.088267, -0.999278, -1.085120)
F (-0.252786, -1.566225, -1.566378)
F (1.434140, -0.001447, 1.047679)
C (-3.604884, 3.914897, 0.065895)
C (-3.837473, 2.886456, -0.987661)
C (-2.833504, 2.920958, -2.150007)
O (-2.516476, 1.522489, -2.344368)
C (-3.057823, 0.808446, -1.380090)
O (-2.926163, -0.393566, -1.320355)
O (-3.661374, 1.555304, -0.463227)
H (-4.073451, 3.603477, 1.001637)
H (-4.087230, 4.855952, -0.205796)
H (-2.558767, 4.154252, 0.250216)
H (-4.851082, 2.962688, -1.380251)
H (-1.905154, 3.444482, -1.932603)
H (-3.264721, 3.273639, -3.082640)
C (-2.124432, 0.149831, 5.192474)
C (-2.646009, -1.109244, 4.584474)
C (-4.180012, -1.258070, 4.529702)
O (-4.444011, -1.663910, 3.185557)
C (-3.328213, -1.618865, 2.474335)
O (-3.302642, -1.812781, 1.278992)
O (-2.271510, -1.309441, 3.188458)
H (-2.355714, 1.031912, 4.585067)
H (-1.032545, 0.145476, 5.166759)
H (-2.551846, 0.263741, 6.184270)
H (-2.232086, -2.004866, 5.051524)
H (-4.676905, -0.295728, 4.663568)
H (-4.544887, -1.960551, 5.271619)
C (5.113594, 0.568342, 1.510411)
C (5.030315, -0.906999, 1.872363)
C (4.546620, -1.764141, 0.700544)
O (5.467617, -2.857960, 0.643544)
C (6.571343, -2.552730, 1.372939)
O (7.555738, -3.205865, 1.412460)
O (6.368878, -1.411883, 2.071267)
H (5.549785, 0.677523, 0.523178)
H (5.708174, 1.083320, 2.264029)
H (4.099049, 0.968529, 1.565139)
H (4.510789, -1.042659, 2.820220)
H (4.579202, -1.248635, -0.259324)
H (3.544661, -2.173866, 0.811563)
C (0.995069, 0.157012, -4.949846)
C (2.056740, -0.667365, -4.257329)
C (1.812219, -2.184219, -4.197097)
O (3.016071, -2.744982, -4.722686)
C (3.897698, -1.774748, -5.029433)
O (5.021770, -1.980918, -5.351780)
O (3.301157, -0.566794, -4.950091)
H (1.069374, 0.105567, -6.034799)
H (0.926768, 1.170269, -4.557821)
H (0.006275, -0.270718, -4.730740)
H (2.192878, -0.276905, -3.249826)
H (1.011280, -2.513002, -4.864502)
H (1.560993, -2.536445, -3.200506)
C (-0.863601, 2.026739, 2.003207)
C (-0.188496, 3.092390, 2.835849)
C (1.321463, 3.200384, 2.590207)
O (1.433154, 4.314907, 1.722449)
C (0.269920, 5.013725, 1.696236)
O (0.116741, 6.023027, 1.095191)
O (-0.671469, 4.392280, 2.430388)
H (-0.610321, 1.053769, 2.436568)
H (-0.521446, 1.949073, 0.969067)
H (-1.946100, 2.155551, 1.967163)
H (-0.483709, 2.963981, 3.876379)
H (1.660268, 2.315884, 2.045458)
H (1.918694, 3.219437, 3.502768)

Forces on atoms 1 to 2 (eV/Å):
0.2 0.5 -0.6
-0.4 -0.9 -0.4

---

Short version: E = -333.2362 -1044.9620 -549.0543 -8730.0289 hartree, in the order given.
Short version: energy relative to the best compared isomer or geometry (same formula, charge and spin) = 2.932 0.968 4.288 0.096 eV, in the order given.